No. 1
Density functional theory data (ωB97M-V/def2-TZVPD) for one molecule with the formula C3H9NO3 at a distorted geometry.

The calculation puts the total energy at -10888.257 eV. The value obtained for the orbital gap is 10.53 eV. Its SMILES is COC(N)(O)OC. For the energy above the lowest of the compared OMol25 structures with the same formula, charge and spin, the calculation gives 53.6 kcal/mol.

Structure (ORCA input):
```
! RIJCOSX wB97M-V def2-TZVPD def2/J DEFGRID3
* xyz 0 1
C -0.3339 0.3943 0.1881
C -0.5577 -2.0525 0.8209
C 1.4770 0.6671 -1.2318
N -0.6104 1.6317 0.7983
O 1.0134 0.1398 0.1276
O -0.8132 -0.7108 1.1730
O -1.1188 0.2695 -0.9362
H -1.9392 0.6724 -0.5866
H -0.3007 1.5532 1.7618
H -0.2041 2.3999 0.2802
H 0.5106 -2.2808 0.9047
H -0.9063 -2.2932 -0.1897
H -1.0861 -2.7025 1.5276
H 1.0306 1.6034 -1.5728
H 1.2914 -0.1375 -1.9448
H 2.5474 0.8460 -1.1204
*
```

No. 2
Density functional theory data (ωB97M-V/def2-TZVPD) for a 2-piece molecular cluster, CH7N4O overall at a distorted geometry.

The calculation puts the total energy at -9144.580 eV. The value obtained for the orbital gap is 6.89 eV. For the energy above the lowest of the compared OMol25 structures with the same formula, charge and spin, the calculation gives 126.0 kcal/mol.

Structure (ORCA input):
```
! RIJCOSX wB97M-V def2-TZVPD def2/J DEFGRID3
* xyz 1 1
C 1.5693 -0.8538 0.1458
N -1.0691 0.2580 0.1237
N 1.7480 -2.0926 0.4950
N 1.5060 0.2842 -0.2352
N -2.1839 1.0161 -0.1189
O 1.9949 1.5527 -0.2684
H 0.9396 -2.5104 0.9329
H 2.3520 -2.7285 -0.0818
H -1.5577 -0.4267 0.7623
H -1.9744 2.0392 -0.1243
H -3.0604 0.9641 0.6159
H -2.5715 0.7200 -1.0929
H 2.3072 1.7776 -1.1542
*
```

No. 3
Density functional theory data (ωB97M-V/def2-TZVPD) for one molecule with the formula CH3ClN2O2 at a distorted geometry.

The calculation puts the total energy at -20676.538 eV. The value obtained for the orbital gap is 9.48 eV. Its SMILES is C/N=[N+](/[O-])OCl. For the energy above the lowest of the compared OMol25 structures with the same formula, charge and spin, the calculation gives 102.1 kcal/mol.

Structure (ORCA input):
```
! RIJCOSX wB97M-V def2-TZVPD def2/J DEFGRID3
* xyz 0 1
C 1.3200 -0.1832 -0.0553
N 0.4695 0.9176 -0.2617
N -0.7538 0.8597 -0.1346
O -1.6653 1.5891 -0.3483
O -1.3160 -0.6234 0.3593
Cl -3.0326 -1.0182 0.5840
H 1.4431 -0.5685 1.0387
H 1.0952 -1.0593 -0.8023
H 2.4399 0.0862 -0.3798
*
```

No. 4
Density functional theory data (ωB97M-V/def2-TZVPD) for one molecule with the formula C30H27ClF3O7P at a distorted geometry.

The calculation puts the total energy at -75842.313 eV. The value obtained for the orbital gap is 7.65 eV. Its SMILES is CCOC(=O)CCCc1cc(P(O)Cl)cc2c1C(=O)c1cc(Cc3ccccc3C)c(O)c(COC(F)(F)F)c1C2=O.

Structure (ORCA input):
```
! RIJCOSX wB97M-V def2-TZVPD def2/J DEFGRID3
* xyz 0 1
C 1.8033 2.7927 5.4032
C 1.9465 3.0741 3.8682
O 0.8548 3.8480 3.3046
C -0.1423 3.0304 2.7878
O -0.5813 2.1516 3.4978
C -0.7038 3.1324 1.3374
C 0.2412 3.8315 0.2897
C 1.7560 3.3585 0.3144
C 2.1971 2.5234 -0.9250
C 2.8760 3.1841 -2.0359
C 3.3131 2.3761 -3.1942
P 4.2307 3.1488 -4.6458
O 4.7085 1.8279 -5.5851
Cl 6.0038 3.9482 -3.8696
C 3.0675 0.9276 -3.2568
C 2.3826 0.2607 -2.1370
C 1.9304 1.0692 -0.9810
C 1.1840 0.3066 0.1277
O 1.1093 0.6442 1.2928
C 0.4491 -1.0238 -0.2531
C -0.6963 -1.3766 0.5604
C -1.4127 -2.6249 0.2325
C -2.6865 -2.9527 1.1127
C -3.7545 -1.8436 0.7339
C -3.8558 -1.4583 -0.6773
C -4.8047 -0.4074 -1.0858
C -5.6386 0.2652 -0.0940
C -5.5118 -0.1558 1.3065
C -4.5886 -1.1938 1.7456
C -4.4847 -1.6026 3.2641
C -0.9458 -3.4840 -0.8493
O -1.6128 -4.6730 -1.1182
C 0.2304 -3.0851 -1.6549
C 0.7034 -4.0366 -2.8044
O 1.1639 -5.2719 -2.2035
C 2.4970 -5.2492 -1.8928
F 3.3215 -4.9627 -2.9384
F 2.8054 -4.4463 -0.8216
F 2.8183 -6.5335 -1.4904
C 0.9307 -1.8397 -1.3825
C 2.1363 -1.2908 -2.1680
O 2.9408 -1.9522 -2.7885
H 1.9923 3.7336 5.9895
H 0.8452 2.2963 5.6901
H 2.6288 2.0814 5.7083
H 2.9349 3.5828 3.7037
H 2.0038 2.0895 3.3262
H -1.0728 2.1219 1.0123
H -1.6382 3.7687 1.3998
H 0.2417 4.9515 0.3476
H -0.1572 3.5860 -0.7386
H 2.0520 2.7819 1.2249
H 2.3960 4.2892 0.3267
H 3.0869 4.2773 -2.0643
H 4.0291 1.7846 -6.2874
H 3.3817 0.3138 -4.1271
H -1.0811 -0.7447 1.3971
H -3.0214 -3.9671 0.7817
H -2.3975 -2.8875 2.1885
H -3.2344 -1.9089 -1.4840
H -4.8979 -0.1116 -2.1616
H -6.3369 1.0834 -0.3934
H -6.1461 0.3575 2.0650
H -5.2937 -1.0472 3.7979
H -4.6027 -2.7172 3.3388
H -3.4893 -1.2486 3.6449
H -1.6149 -4.8180 -2.0808
H -0.2088 -4.3149 -3.4111
H 1.4188 -3.5702 -3.5210
*
```

No. 5
Density functional theory data (ωB97M-V/def2-TZVPD) for a 2-piece molecular cluster, C3H10NS2 overall at a distorted geometry.

The calculation puts the total energy at -26425.386 eV. The value obtained for the orbital gap is 8.89 eV. For the energy above the lowest of the compared OMol25 structures with the same formula, charge and spin, the calculation gives 49.9 kcal/mol.

Structure (ORCA input):
```
! RIJCOSX wB97M-V def2-TZVPD def2/J DEFGRID3
* xyz 1 1
C -2.9262 -0.9295 0.5136
C 1.8592 0.7400 0.0867
C -1.6326 -0.4275 0.0335
N 2.5465 -0.5939 -0.0727
S -1.3018 1.3020 -0.4978
S -0.4476 -1.5182 -0.2025
H -3.1063 -1.9448 0.2728
H -3.7354 -0.3522 0.2492
H -2.8934 -0.9601 1.6354
H 1.3938 0.9651 1.0581
H 2.5070 1.6120 -0.1460
H 1.6709 -0.9201 -0.6055
H 2.8680 -1.3706 0.5030
H 3.3325 -0.3184 -0.6415
H -2.1661 1.8824 0.2219
H 1.0186 0.7712 -0.6533
*
```

No. 6
Density functional theory data (ωB97M-V/def2-TZVPD) for a 2-piece molecular cluster, C3H6N2OS2 overall at a distorted geometry.

The calculation puts the total energy at -29902.707 eV. The value obtained for the orbital gap (spin up / spin down) is 8.10 / 7.14 eV. For the energy above the lowest of the compared OMol25 structures with the same formula, charge and spin, the calculation gives 0.0 kcal/mol.

Structure (ORCA input):
```
! RIJCOSX wB97M-V def2-TZVPD def2/J DEFGRID3
* xyz 0 3
C 1.1995 -1.5480 0.5083
C 1.3291 -2.5647 -0.4751
C -1.1765 2.3610 0.9896
N 1.1190 -0.8978 1.4219
N -0.7537 1.6758 -0.3027
O -0.8192 -0.4301 -1.5756
S 0.3102 2.2852 -1.4027
S -1.3589 0.1953 -0.3826
H 0.6994 -2.1288 -1.4141
H 0.9855 -3.5260 -0.2583
H 2.3281 -2.7690 -0.9422
H -1.2768 3.4216 0.7504
H -2.1480 1.8684 1.2719
H -0.4376 2.0573 1.8112
*
```

No. 7
Density functional theory data (ωB97M-V/def2-TZVPD) for a 2-piece molecular cluster, C4H9NO overall at a distorted geometry.

The calculation puts the total energy at -7829.861 eV. The value obtained for the orbital gap is 9.28 eV. Its SMILES is C=C=O.CNC. For the energy above the lowest of the compared OMol25 structures with the same formula, charge and spin, the calculation gives 56.7 kcal/mol.

Structure (ORCA input):
```
! RIJCOSX wB97M-V def2-TZVPD def2/J DEFGRID3
* xyz 0 1
C 0.8581 -0.5869 1.1707
C 1.4743 -0.4014 -1.1664
C -2.2436 1.1675 0.3739
N 1.0779 0.2898 0.0417
C -1.9645 0.2738 -0.5323
O -1.8858 -0.4764 -1.4244
H 0.0471 -1.3115 0.9985
H 0.6259 0.0126 2.0500
H 1.7708 -1.1486 1.3726
H 0.7186 -1.1203 -1.5134
H 1.6639 0.3249 -1.9546
H 2.3863 -0.9666 -0.9718
H -1.7700 1.1335 1.3376
H -3.1344 1.7633 0.3055
H 0.3754 1.0465 -0.0875
*
```

No. 8
Density functional theory data (ωB97M-V/def2-TZVPD) for a 3-piece molecular cluster, C25H55N5O11P overall at a distorted geometry.

The calculation puts the total energy at -66067.337 eV. The value obtained for the orbital gap is 7.27 eV.

Structure (ORCA input):
```
! RIJCOSX wB97M-V def2-TZVPD def2/J DEFGRID3
* xyz 1 1
C 5.7599 -5.0533 -0.1085
O 4.7970 -5.2382 -1.1560
C 3.9182 -4.0935 -1.0561
C 2.8705 -4.1046 -2.2293
C 1.7461 -2.9516 -2.0733
C 2.1937 -1.9314 -0.9918
N 3.1556 -0.9797 -1.1639
C 3.8275 -0.8317 -2.4710
N 5.2670 -0.5437 -2.3836
C 3.3257 -0.2204 0.0600
C 4.3378 0.9486 0.1609
C 4.5864 1.5627 1.5834
C 5.2922 0.6102 2.6213
N 5.6989 -0.7379 2.2062
O 5.5361 0.9802 3.7325
C 2.3851 -0.8208 0.9586
C 2.1299 -0.4432 2.4469
C 2.5812 -1.6654 3.3650
O 3.6864 -1.3680 4.2164
N 1.6615 -1.8637 0.3077
P 0.3856 -2.9249 0.8414
N -0.8698 -2.8717 -0.1066
O 1.0588 -4.4456 0.9337
O -0.1760 -2.5453 2.3626
H 6.3669 -4.1084 -0.2640
H 6.5011 -5.8920 -0.0603
H 5.2747 -4.9714 0.9049
H 3.4347 -4.1565 -0.0391
H 4.5998 -3.1904 -1.1293
H 2.3080 -5.0793 -2.2432
H 3.3997 -4.0111 -3.2210
H 1.6277 -2.4566 -3.0799
H 0.7774 -3.4496 -1.8463
H 3.3340 0.0507 -2.9844
H 3.6941 -1.6979 -3.1618
H 5.3702 0.4673 -2.2397
H 5.7538 -0.7510 -3.2561
H 5.3463 0.6246 -0.2297
H 4.0069 1.7637 -0.5523
H 3.6425 2.0373 1.9790
H 5.2934 2.4337 1.4364
H 6.2052 -0.6694 1.3130
H 4.8735 -1.3173 2.0315
H 2.5286 0.5441 2.7670
H 1.0082 -0.3767 2.5659
H 1.7142 -1.9286 4.0385
H 2.7702 -2.5937 2.7448
H 4.3686 -2.0573 4.1134
H -1.0207 -3.8032 -0.5187
H 0.3238 -5.0901 1.0186
H -0.6341 -1.6851 2.2218
C -7.2828 0.4610 -3.0874
O -6.6119 0.3214 -1.8468
C -7.2867 -0.5076 -0.9090
C -6.4055 -1.6362 -0.3872
O -5.9701 -2.6104 -1.3281
C -5.0901 -2.2022 -2.3696
C -3.7231 -1.6706 -1.9436
O -3.8151 -0.4283 -1.2608
C -3.1409 -0.3868 -0.0204
H -7.9176 1.3510 -3.0666
H -6.5301 0.5913 -3.8670
H -7.8854 -0.4172 -3.3390
H -8.2123 -0.9174 -1.3240
H -7.5573 0.1325 -0.0609
H -7.0063 -2.1934 0.3413
H -5.5584 -1.2525 0.1810
H -5.5940 -1.5072 -3.0389
H -4.9053 -3.1072 -2.9624
H -3.1346 -1.4867 -2.8511
H -3.1958 -2.4214 -1.3477
H -3.1307 -1.3601 0.4787
H -3.6772 0.3120 0.6268
H -2.1191 -0.0216 -0.1621
C -4.0730 3.2732 0.9810
O -2.7687 3.6206 1.4187
C -1.7239 3.0160 0.6746
C -0.7388 4.0385 0.1178
O -1.2341 4.9649 -0.8357
C -2.2137 5.9128 -0.4157
C -1.7901 6.9039 0.6659
O -1.5693 6.2747 1.9205
C -0.3231 6.5775 2.5188
H -4.4393 2.4163 1.5535
H -4.7310 4.1222 1.1712
H -4.1102 3.0460 -0.0890
H -2.1120 2.3916 -0.1361
H -1.1821 2.3600 1.3703
H 0.0376 3.4712 -0.4127
H -0.2105 4.5609 0.9156
H -3.1382 5.4054 -0.1476
H -2.4457 6.5034 -1.3103
H -2.6117 7.6147 0.8120
H -0.9118 7.4683 0.3362
H 0.4595 6.7571 1.7748
H -0.0216 5.7138 3.1169
H -0.4221 7.4420 3.1787
*
```

No. 9
Density functional theory data (ωB97M-V/def2-TZVPD) for C16H16FN6O5OsTe as an isolated structure at a distorted geometry.

The calculation puts the total energy at -48497.398 eV. The value obtained for the orbital gap (spin up / spin down) is 4.06 / 4.02 eV. For the energy above the lowest of the compared OMol25 structures with the same formula, charge and spin, the calculation gives 63.1 kcal/mol.

Structure (ORCA input):
```
! RIJCOSX wB97M-V def2-TZVPD def2/J DEFGRID3
* xyz 1 1
Os -0.6590 0.6808 0.5766
O -0.0058 1.6600 -5.4479
C -0.1792 1.4869 -4.1334
C -0.8353 2.4184 -3.3205
C -0.9380 2.1340 -1.9765
N -0.4359 1.0142 -1.4823
C 0.1710 0.1088 -2.2333
C 0.3275 0.2981 -3.5840
C 0.5715 -1.0965 -1.4152
O 0.8499 -2.1516 -1.9438
O 0.5412 -0.9186 -0.1007
C -1.6342 2.9715 -0.9145
O -2.1826 3.9975 -1.2009
O -1.5823 2.4368 0.3067
H -0.3922 2.4909 -5.7506
H -1.2643 3.3345 -3.7069
H 0.8193 -0.4338 -4.2085
C 2.5827 -3.3695 0.3669
Te 0.5008 -3.6530 0.4794
C 0.5721 -4.0382 2.5643
H 3.0754 -4.2565 0.7575
H 2.8305 -2.4959 0.9653
H 2.8384 -3.2092 -0.6752
H 0.9546 -3.1560 3.0738
H 1.2415 -4.8807 2.7276
H -0.4243 -4.2742 2.9284
N -4.0778 -3.2838 0.4454
N -3.5440 -2.0428 0.2168
N -4.2609 -1.0634 -0.2791
C -3.3982 -0.0598 -0.2502
N -2.2202 -0.4653 0.2408
N -2.3310 -1.7485 0.5496
H -4.9450 -3.3738 -0.0668
H -3.3954 -4.0090 0.2720
H -3.6163 0.9412 -0.5789
F -0.2761 0.2894 6.7071
C -0.3507 0.3333 5.3729
C -1.1201 -0.6112 4.7167
C -1.1867 -0.5540 3.3356
C -0.5167 0.4389 2.5904
C 0.2648 1.3579 3.3212
C 0.3521 1.3172 4.6987
H -1.6479 -1.3613 5.2903
H -1.7777 -1.3032 2.8260
H 0.8143 2.1377 2.7995
H 0.9440 2.0294 5.2571
*
```

No. 10
Density functional theory data (ωB97M-V/def2-TZVPD) for one molecule with the formula C4H7NOS2 at a distorted geometry.

The calculation puts the total energy at -29464.300 eV. The value obtained for the orbital gap (spin up / spin down) is 6.20 / 6.41 eV. For the energy above the lowest of the compared OMol25 structures with the same formula, charge and spin, the calculation gives 0.0 kcal/mol.

Structure (ORCA input):
```
! RIJCOSX wB97M-V def2-TZVPD def2/J DEFGRID3
* xyz 0 3
C -1.2151 0.5774 -0.1503
C 0.7379 -0.7347 0.0811
C -0.1431 -1.6141 -0.8691
C 0.7914 1.6837 0.4518
N 0.0762 0.4936 0.0745
O -1.8905 -1.5940 1.1081
S -2.0427 1.9342 -0.4001
S -1.8849 -1.2517 -0.2599
H 0.7767 -1.1115 1.1482
H 1.6452 -0.6848 -0.3396
H -0.0126 -1.0519 -1.8708
H 0.0259 -2.7557 -0.7198
H 0.2818 2.6435 0.2712
H 1.0224 1.7612 1.4860
H 1.8315 1.7049 -0.0111
*
```

No. 11
Density functional theory data (ωB97M-V/def2-TZVPD) for one molecule with the formula C4H8O2 at a distorted geometry.

The calculation puts the total energy at -8370.553 eV. The value obtained for the orbital gap is 9.76 eV. Its SMILES is C=C(CO)CO. For the energy above the lowest of the compared OMol25 structures with the same formula, charge and spin, the calculation gives 62.9 kcal/mol.

Structure (ORCA input):
```
! RIJCOSX wB97M-V def2-TZVPD def2/J DEFGRID3
* xyz 0 1
O -0.4963 0.6531 2.1753
C 0.1894 1.0394 1.0026
C 0.2083 0.0296 -0.1093
C -1.0262 -0.6832 -0.6672
O -0.5387 -1.8643 -1.2867
C 1.2587 -0.1439 -0.9280
H -0.6254 1.4539 2.7014
H 1.2228 1.3680 1.1973
H -0.3217 1.9019 0.5353
H 0.0974 -2.1638 -0.6195
H -1.7772 -0.9998 0.0673
H -1.5097 -0.0527 -1.4237
H 2.3134 -0.1460 -0.6913
H 1.0051 -0.3921 -1.9537
*
```

No. 12
Density functional theory data (ωB97M-V/def2-TZVPD) for one molecule with the formula CH4ClPS at a distorted geometry.

The calculation puts the total energy at -33744.298 eV. The value obtained for the orbital gap (spin up / spin down) is 5.84 / 6.28 eV. For the energy above the lowest of the compared OMol25 structures with the same formula, charge and spin, the calculation gives 45.7 kcal/mol.

Structure (ORCA input):
```
! RIJCOSX wB97M-V def2-TZVPD def2/J DEFGRID3
* xyz 0 3
C 0.5608 0.4505 -0.3079
P -1.9520 -0.5702 0.6855
S -0.3665 -1.1168 -0.5930
Cl -3.2666 0.5545 -0.3457
H 0.1052 1.2264 -0.8955
H 1.5627 0.2813 -0.6414
H 0.2449 0.4980 0.6707
H -2.5591 -1.7624 0.2641
*
```

total energy of number 8 (C25H55N5O11P)? -66067.337 eV

Which formula does entry 2 have? CH7N4O